1.
Below is one molecule with the formula C19H19N3O5S in a non-equilibrium geometry, with properties calculated with the ωB97M-V functional and the def2-TZVPD basis.

The value obtained for the electronic energy is -1674.16117 hartree. Its HOMO energy is -8.599 eV. The value obtained for the molecular weight is 401.4 g mol⁻¹. As for the multiplicity: 1. The SMILES is O=C(COC(=O)CCCc1nc2ccccc2s1)NC(=O)NCc1ccco1. The HOMO-LUMO gap is 0.33298 hartree.

```
47
Properties=species:S:1:pos:R:3:forces:R:3:mulliken_charge:R:1
O 1.939 1.196 -0.772 0.42 0.09 -0.01 -0.72
C 1.039 1.174 0.041 -0.29 0.07 0.34 0.63
C 1.277 1.596 1.483 0.67 0.14 0.10 -0.55
O 0.119 1.374 2.273 -0.16 0.07 -0.34 -0.29
C 0.262 1.467 3.610 -0.31 0.10 0.09 0.34
O 1.273 1.828 4.142 0.11 0.01 0.05 -0.60
C -1.012 1.034 4.294 0.02 -0.05 0.07 -0.38
C -0.756 -0.120 5.278 0.15 0.05 -0.10 -0.82
C 0.308 -1.113 4.791 -0.06 0.05 0.41 -0.74
C 0.155 -1.511 3.370 -0.59 -0.37 -0.11 0.54
N 1.107 -1.493 2.520 0.82 0.31 0.45 -0.55
C 0.720 -1.924 1.283 -0.82 -0.43 -0.52 -0.40
C 1.535 -2.024 0.160 -0.01 -0.04 0.09 -0.33
C 0.985 -2.482 -1.018 0.11 -0.04 0.03 -0.51
C -0.360 -2.837 -1.096 -0.09 -0.10 0.03 -0.41
C -1.188 -2.743 0.005 -0.03 -0.06 -0.07 -0.60
C -0.641 -2.288 1.192 0.30 0.08 0.18 0.84
S -1.405 -2.073 2.739 0.45 0.08 -0.03 -0.30
N -0.235 0.803 -0.226 -0.51 -0.01 0.05 0.09
C -0.798 0.328 -1.439 0.47 0.17 0.28 0.22
O -1.974 0.050 -1.464 -0.60 -0.06 -0.06 -0.67
N 0.068 0.219 -2.452 0.40 0.03 -0.30 0.07
C -0.358 -0.191 -3.775 0.03 0.14 -0.02 -0.83
C -0.302 0.945 -4.743 -0.85 0.23 0.22 0.20
C -1.140 2.003 -4.945 0.30 -0.60 0.14 -0.46
C -0.549 2.786 -5.965 0.51 -0.14 -0.22 -0.48
C 0.603 2.149 -6.303 -0.41 0.77 -0.26 -0.45
O 0.764 1.037 -5.568 0.28 -0.44 0.13 -0.35
H 1.560 2.656 1.505 -0.05 -0.17 -0.06 0.53
H 2.116 1.018 1.888 -0.15 0.07 -0.15 0.41
H -1.726 0.733 3.527 0.02 0.07 0.09 0.25
H -1.423 1.886 4.837 0.02 0.03 -0.07 0.42
H -0.418 0.283 6.233 -0.09 -0.06 0.02 0.38
H -1.700 -0.641 5.442 -0.02 0.06 0.09 0.40
H 0.262 -2.009 5.417 0.07 0.03 -0.01 0.38
H 1.304 -0.679 4.900 -0.06 -0.08 -0.04 0.35
H 2.574 -1.744 0.231 0.14 0.04 0.00 0.47
H 1.608 -2.568 -1.895 0.06 0.00 -0.10 0.41
H -0.766 -3.191 -2.031 -0.05 -0.02 -0.11 0.40
H -2.231 -3.010 -0.055 -0.12 -0.02 -0.07 0.44
H -0.897 0.836 0.541 0.09 -0.08 -0.18 0.16
H 1.023 0.529 -2.305 -0.16 -0.02 0.12 0.30
H 0.293 -0.996 -4.128 -0.14 -0.02 0.00 0.31
H -1.384 -0.554 -3.677 0.18 -0.01 -0.10 0.50
H -2.061 2.190 -4.432 -0.21 -0.02 0.16 0.53
H -0.932 3.693 -6.385 -0.01 0.19 -0.14 0.42
H 1.363 2.375 -7.025 0.15 -0.06 -0.06 0.46
```
Forces are in eV/Å.

---

2.
Below is C19H19N4O4ReSi2 as an isolated structure, with properties calculated with the ωB97M-V functional and the def2-TZVPD basis.

The value obtained for the electronic energy is -1912.76779 hartree. Its HOMO energy (alpha / beta) is -5.614 / -5.247 eV. The value obtained for the molecular weight is 609.8 g mol⁻¹. As for the multiplicity: 2. Its charge is -1. The HOMO-LUMO gap (alpha / beta) is 0.24725 / 0.24268 hartree.

```
49
Properties=species:S:1:pos:R:3:forces:R:3:lowdin_spin:R:1
Re 0.648 -0.200 -0.963 -0.34 0.00 0.45 0.91
C -1.786 -2.703 -2.085 -0.05 -0.03 -0.09 0.00
Si -0.751 -2.163 -0.584 -0.05 0.17 -0.25 0.02
C 0.158 -3.759 -0.120 0.15 -0.05 0.08 0.00
C -2.067 -1.999 0.799 -0.02 -0.05 0.16 0.00
C -2.893 -3.108 1.044 0.07 0.04 -0.03 0.00
C -3.812 -3.148 2.076 -0.02 0.01 0.00 0.00
C -3.936 -2.055 2.923 0.02 -0.01 0.00 0.00
C -3.152 -0.941 2.694 0.01 -0.02 -0.03 0.00
C -2.220 -0.885 1.637 -0.12 0.01 0.02 0.00
Si -1.459 0.821 1.651 0.17 -0.18 -0.26 0.00
C -0.487 1.029 3.206 0.15 0.02 0.16 0.00
C -2.816 2.046 1.372 -0.15 0.08 -0.07 0.00
H -2.350 -3.623 -1.910 -0.01 -0.02 0.01 0.00
H -1.118 -2.884 -2.932 -0.01 0.00 -0.03 0.00
H -2.495 -1.926 -2.383 0.01 0.01 -0.01 0.00
H -0.519 -4.588 0.101 -0.02 0.00 -0.01 0.00
H 0.804 -3.610 0.749 0.01 -0.02 0.02 0.00
H 0.798 -4.065 -0.952 0.02 -0.01 0.00 0.00
H -2.804 -3.976 0.401 0.02 -0.02 -0.02 0.00
H -4.427 -4.028 2.225 0.00 -0.01 0.00 0.00
H -4.636 -2.069 3.749 -0.01 0.00 0.00 0.00
H -3.276 -0.095 3.364 0.01 0.04 0.00 0.00
H -1.095 0.719 4.056 0.01 -0.01 0.04 0.00
H -0.145 2.050 3.370 -0.03 -0.03 -0.01 0.00
H 0.380 0.365 3.168 0.02 -0.01 0.04 0.00
H -3.712 1.714 1.897 -0.04 0.03 0.00 0.00
H -3.058 2.070 0.306 -0.03 0.02 -0.01 0.00
H -2.555 3.052 1.691 0.01 0.00 0.01 0.00
O 3.657 6.185 -0.425 -0.06 -0.03 0.01 0.00
C 3.958 5.425 -1.361 0.13 0.23 -0.05 0.00
O 4.739 5.563 -2.317 0.00 -0.10 0.01 0.00
C 3.227 4.066 -1.324 -0.23 -0.16 0.16 0.00
C 3.627 2.985 -2.088 0.05 -0.02 -0.10 0.00
C 2.954 1.772 -2.002 -0.01 0.00 -0.01 0.00
N 1.895 1.597 -1.213 0.03 0.25 -0.12 0.01
C 1.499 2.654 -0.483 -0.32 -0.12 0.26 0.00
C 2.124 3.879 -0.489 0.16 0.09 -0.07 0.00
C 0.332 2.458 0.418 -0.04 -0.26 0.01 0.01
O -0.114 3.255 1.181 0.06 -0.04 -0.18 0.00
O -0.261 1.154 0.354 0.36 0.39 0.04 0.02
H 4.467 3.113 -2.757 0.02 -0.01 0.00 0.00
H 3.255 0.907 -2.580 0.02 0.03 -0.01 0.00
H 1.788 4.690 0.142 0.02 0.03 -0.01 0.00
N 5.442 -2.657 -4.305 0.08 0.03 -0.05 0.00
C 4.446 -2.725 -3.726 -0.02 0.09 0.05 0.00
N 3.304 -2.938 -3.086 -0.08 -0.33 -0.04 0.01
C 2.603 -2.064 -2.525 -0.09 0.27 0.11 0.02
N 1.837 -1.357 -1.962 0.17 -0.31 -0.19 0.01
```
Forces are in eV/Å.

---

3.
Below is one molecule with the formula C19H19N5OS in a non-equilibrium geometry, with properties calculated with the ωB97M-V functional and the def2-TZVPD basis.

The value obtained for the electronic energy is -1482.04193 hartree. Its HOMO energy is -6.926 eV. The value obtained for the molecular weight is 365.5 g mol⁻¹. As for the multiplicity: 1. The SMILES is COCCn1c(SCc2cccnc2)nnc1-c1c[nH]c2ccccc12. The HOMO-LUMO gap is 0.26325 hartree.

```
45
Properties=species:S:1:pos:R:3:forces:R:3:mulliken_charge:R:1
C -1.241 -2.262 2.825 -3.65 -3.10 -3.71 -0.94
O -1.310 -2.100 1.320 -4.49 -0.08 1.43 -0.24
C -0.313 -2.726 0.601 -0.07 -0.83 0.91 -0.23
C -0.620 -2.712 -1.021 -6.77 7.25 7.94 -1.22
N -0.625 -1.252 -1.238 4.18 2.50 -1.03 0.41
C -1.716 -0.522 -1.540 7.13 5.71 -2.76 0.22
S -3.181 -0.962 -1.829 -6.86 -2.50 -0.19 -0.37
C -3.856 -0.569 -0.173 -2.52 7.91 -3.91 -1.09
C -3.301 1.139 0.074 1.32 -13.73 4.35 0.24
C -3.893 2.063 -0.452 -3.97 8.16 -7.53 0.34
C -3.192 3.287 -0.242 -3.72 6.44 -3.65 -0.22
C -2.167 3.495 0.542 -3.00 -10.52 -0.72 -0.80
N -1.751 2.301 1.112 5.01 5.28 3.52 -0.65
C -2.250 1.198 1.014 -1.92 -4.66 -1.19 0.33
N -1.260 0.839 -2.093 -0.53 -4.10 3.10 -0.61
N 0.014 0.914 -1.814 0.60 -3.08 0.52 -0.25
C 0.525 -0.334 -1.320 -8.69 3.63 -2.52 0.30
C 1.795 -0.353 -0.939 7.36 -6.92 0.16 1.02
C 2.438 -1.641 -0.998 3.45 2.82 2.17 -1.07
N 3.861 -1.686 -0.651 -9.35 12.97 -4.15 -0.30
C 4.045 -0.072 -0.323 -2.13 -7.69 -3.44 0.25
C 5.148 0.537 -0.120 4.88 2.53 4.14 -0.73
C 4.965 1.890 0.240 6.30 -0.76 0.01 -0.46
C 3.855 2.404 -0.081 -6.23 9.83 -0.44 -0.10
C 2.655 1.811 -0.417 -0.05 5.53 -0.18 -0.43
C 2.898 0.588 -0.682 -4.69 -5.96 0.10 0.11
H -0.993 -3.309 3.062 0.03 0.45 0.05 0.33
H -2.247 -2.005 3.219 0.85 -0.02 -0.31 0.19
H -0.534 -1.604 2.989 3.62 3.17 2.18 0.48
H 0.408 -2.077 1.145 2.19 -1.30 -2.07 0.50
H -0.321 -3.803 0.887 0.66 0.40 -0.11 0.22
H -1.779 -2.750 -0.982 1.87 -2.03 -0.87 0.28
H 0.138 -3.216 -1.285 4.71 -3.89 -3.71 0.75
H -4.953 -0.384 0.005 0.82 -0.71 -1.19 0.50
H -3.546 -1.064 0.586 2.66 -3.70 4.62 0.49
H -4.590 2.008 -1.451 1.38 -0.07 3.02 0.18
H -3.523 4.418 -0.784 0.34 -3.66 1.24 0.08
H -1.709 4.251 0.815 4.19 7.32 2.02 0.72
H -1.889 0.186 1.508 -0.39 2.34 -0.85 -0.04
H 2.217 -2.570 -1.340 -1.89 -2.39 -0.92 0.53
H 4.487 -2.159 -0.276 6.22 -6.37 4.20 0.10
H 6.090 0.167 0.257 0.10 -0.89 -0.64 0.36
H 5.778 2.606 0.553 -0.60 -1.35 -0.41 0.31
H 3.725 3.636 -0.125 0.71 -3.04 0.74 0.12
H 1.721 2.396 -0.580 0.92 -0.91 0.07 0.39
```
Forces are in eV/Å.

---

4.
Below is one molecule with the formula C19H19N7O2 in a non-equilibrium geometry, with properties calculated with the ωB97M-V functional and the def2-TZVPD basis.

The value obtained for the electronic energy is -1269.20308 hartree. Its HOMO energy is -8.497 eV. The value obtained for the molecular weight is 377.4 g mol⁻¹. As for the multiplicity: 1. The SMILES is Cc1cccc(NC(=O)CCc2nnc3ccc(NCc4ccco4)nn23)n1. The HOMO-LUMO gap is 0.31473 hartree.

```
47
Properties=species:S:1:pos:R:3:forces:R:3:mulliken_charge:R:1
C 2.591 -3.481 0.792 0.04 0.00 -0.03 -1.56
C 2.903 -2.180 0.118 0.21 0.01 -0.08 0.58
C 4.073 -2.001 -0.610 0.01 0.04 -0.04 -0.54
C 4.292 -0.778 -1.223 -0.18 -0.14 0.16 -0.56
C 3.354 0.230 -1.099 0.02 0.11 -0.08 -0.84
C 2.212 -0.041 -0.348 0.45 -0.06 -0.12 0.65
N 1.197 0.876 -0.125 -0.07 -0.26 0.15 0.29
C 1.086 2.152 -0.595 -0.48 0.19 0.05 0.59
O 1.863 2.683 -1.355 0.29 0.16 -0.19 -0.69
C -0.140 2.848 -0.030 0.18 0.13 -0.09 -0.69
C -0.098 2.902 1.512 -0.08 -0.10 0.00 -0.67
C -1.360 2.422 2.123 0.25 -0.10 -0.13 0.72
N -2.120 3.099 2.954 0.69 0.61 -0.13 -0.58
N -3.180 2.375 3.282 -1.03 -0.61 0.35 -0.74
C -3.093 1.226 2.646 0.58 0.27 -0.20 0.55
C -3.938 0.100 2.576 0.13 -0.40 -0.36 -0.75
C -3.562 -0.908 1.754 -0.32 0.28 0.32 -0.67
C -2.331 -0.820 1.013 0.21 0.71 0.44 0.31
N -1.997 -1.869 0.226 -0.22 -0.34 -0.31 -0.09
C -0.862 -1.877 -0.662 0.46 0.17 -0.12 -0.40
C -0.922 -0.814 -1.719 -0.86 0.16 0.11 0.36
C -1.879 0.094 -2.064 0.29 -0.54 0.20 -0.34
C -1.322 0.876 -3.109 0.51 -0.12 -0.19 -0.69
C -0.074 0.383 -3.319 -0.47 0.67 -0.34 -0.51
O 0.176 -0.642 -2.484 0.22 -0.47 0.20 -0.29
N -1.518 0.210 1.094 0.35 -0.78 -0.53 -0.33
N -1.928 1.209 1.891 -1.02 0.45 0.89 -0.01
N 2.002 -1.216 0.243 0.01 0.21 0.17 -0.40
H 3.447 -3.827 1.367 0.03 -0.09 0.05 0.48
H 1.736 -3.361 1.451 -0.03 -0.01 0.05 0.32
H 2.358 -4.240 0.046 -0.02 -0.11 -0.01 0.27
H 4.790 -2.803 -0.693 0.07 -0.09 0.01 0.41
H 5.192 -0.609 -1.798 0.06 0.03 -0.04 0.44
H 3.485 1.192 -1.561 -0.02 0.04 -0.01 0.53
H 0.413 0.511 0.417 0.10 0.07 -0.10 0.23
H -0.188 3.852 -0.450 0.04 -0.11 -0.04 0.46
H -1.018 2.294 -0.369 0.01 0.01 -0.04 0.20
H 0.061 3.923 1.858 -0.01 -0.09 0.04 0.36
H 0.729 2.291 1.886 0.00 0.10 0.01 0.35
H -4.845 0.085 3.157 -0.11 -0.05 0.05 0.45
H -4.165 -1.795 1.639 -0.07 -0.08 0.03 0.39
H -2.734 -2.530 0.039 0.07 0.09 0.04 0.28
H 0.062 -1.727 -0.081 -0.31 -0.16 -0.16 0.11
H -0.804 -2.864 -1.129 0.02 0.04 0.10 0.52
H -2.857 0.199 -1.641 -0.16 -0.03 0.18 0.52
H -1.791 1.689 -3.623 -0.02 0.19 -0.16 0.46
H 0.705 0.664 -3.997 0.20 -0.03 -0.05 0.51
```
Forces are in eV/Å.